(1)
DFT (ωB97M-V/def2-TZVPD) results for a 6-piece molecular cluster, C17H33NO5 overall in a non-equilibrium geometry.

Its calculated total energy is -1098.398461 Ha. As for the energy above the lowest of the compared OMol25 structures with the same formula, charge and spin: 1.6544 eV. The value obtained for the HOMO energy is -9.497 eV. The calculation puts the frontier orbital gap at 9.518 eV. As for the structure (SMILES): CC(C)=O.CC(C)=O.CC(C)=O.CC(C)=O.CC(C)=O.CC#N.

XYZ file:
```
56
Properties=species:S:1:pos:R:3:forces:R:3:nbo_charge:R:1
O 0.28039 5.22820 4.90756 3.310 1.257 0.760 -0.53
O -1.41521 -0.95963 -2.52195 -0.641 0.099 0.122 -0.53
O 1.44890 -6.41244 -7.82248 1.812 0.550 0.358 -0.54
O 0.40993 -3.05362 5.26661 -0.642 -0.329 -0.415 -0.55
O 3.96674 3.75549 -4.48779 2.270 2.084 1.782 -0.56
N -6.18305 0.86491 3.53262 0.239 1.033 -0.173 -0.32
C -6.78713 -1.62904 3.50432 0.302 -1.034 -0.262 -0.73
C -0.85983 4.95553 4.83715 -1.623 -0.502 -1.471 0.59
C -2.63972 0.31407 -0.90677 -1.072 1.122 0.722 -0.73
C 3.71507 -5.64478 -8.33594 -1.055 -1.367 0.162 -0.73
C -1.43740 -0.21551 -1.56808 1.418 -0.944 0.081 0.58
C -0.13174 0.27930 -0.99842 1.092 -0.501 -0.183 -0.73
C 6.10097 4.95064 -4.43873 -2.247 -0.454 1.602 -0.71
C -1.26404 3.52995 4.79314 0.628 -0.892 1.403 -0.73
C -1.89171 5.97242 4.50113 -0.864 0.667 -0.356 -0.73
C -0.70261 -3.54804 5.20318 1.670 0.460 -2.376 0.59
C 2.42219 -5.74275 -7.48059 -1.524 0.679 -1.624 0.59
C 4.38369 4.90030 -2.38609 0.807 0.173 -0.868 -0.73
C -6.46014 -0.23768 3.45659 0.045 -0.016 0.466 0.28
C 2.34099 -4.89567 -6.25181 0.121 0.432 0.665 -0.73
C -1.34791 -3.82842 3.78262 -0.472 -0.059 1.685 -0.72
C -1.43258 -3.79930 6.45298 -0.056 -0.775 -0.712 -0.72
C 4.75271 4.49243 -3.83979 -2.690 -1.658 -1.411 0.60
H 3.52175 4.34171 -2.02120 0.408 -0.181 -0.004 0.24
H -2.04664 3.39905 5.54047 -0.770 -0.429 -0.794 0.23
H -2.08361 -2.93223 6.34143 -0.520 -0.008 1.307 0.24
H -7.84706 -1.76580 3.71869 0.136 -0.171 -0.169 0.26
H -0.43789 2.94757 5.20108 0.225 0.076 -0.070 0.23
H -1.97582 -4.74323 6.40842 -0.355 0.205 0.090 0.22
H -0.89231 -3.26264 2.96995 0.373 -0.453 0.247 0.24
H 4.12753 -4.66688 -8.58436 -0.180 0.038 0.625 0.23
H -2.40242 0.86162 0.00536 0.303 -0.056 0.019 0.22
H 0.02026 0.11043 0.06764 -0.636 0.443 0.211 0.23
H 4.17897 5.95971 -2.23168 -0.259 0.213 -0.673 0.23
H -1.92044 6.85442 5.14094 -0.049 -0.339 0.461 0.24
H -2.99921 1.08779 -1.58517 -0.455 -0.033 -0.129 0.25
H -6.17231 -2.14198 4.24392 -0.194 0.211 0.339 0.25
H -2.42136 -3.64400 3.74023 -0.158 0.553 0.396 0.21
H -0.67226 -3.83951 7.23298 -0.571 0.540 0.263 0.25
H 0.02790 1.32166 -1.27434 -0.068 0.136 0.287 0.23
H 1.32436 -4.67315 -5.92769 -0.081 -0.606 -0.124 0.24
H 0.69049 -0.29876 -1.42015 -0.120 0.086 -0.479 0.23
H 5.30172 4.82199 -1.80371 -0.106 -0.657 0.409 0.22
H 4.40455 -6.28671 -7.78763 0.582 0.324 -0.015 0.23
H 3.52424 -6.17136 -9.27102 -0.099 0.032 -0.005 0.23
H -1.63280 6.42397 3.54344 0.145 -0.277 -0.257 0.24
H -1.38380 -4.91373 3.68823 0.732 -0.130 -0.491 0.23
H 6.76683 4.25764 -3.92444 0.638 0.147 -0.496 0.24
H -1.36478 3.16851 3.76977 -0.898 0.132 0.123 0.24
H 6.01640 4.85730 -5.52142 0.490 0.145 0.261 0.25
H 6.19718 5.94435 -4.00125 0.688 0.188 -0.597 0.22
H -3.45806 -0.34546 -0.61788 0.180 -0.351 -0.644 0.24
H -6.46649 -2.09570 2.57292 -0.518 -0.026 -0.207 0.25
H 2.87208 -5.44168 -5.47214 -0.019 0.088 0.300 0.23
H 2.80132 -3.91049 -6.32669 0.438 -0.167 -0.341 0.23
H -2.86685 5.49921 4.38584 -0.112 0.301 0.197 0.22
```
Forces are in eV/Å.

(2)
DFT (ωB97M-V/def2-TZVPD) results for C22H66N3O17S2 as an isolated structure in a non-equilibrium geometry.

Its calculated total energy is -3117.281508 Ha. The value obtained for the HOMO energy is -5.431 eV. The calculation puts the frontier orbital gap at 7.171 eV. Its net charge is -1.

XYZ file:
```
110
Properties=species:S:1:pos:R:3:forces:R:3:mulliken_charge:R:1
S 0.40778 3.31047 -1.66394 1.146 -0.707 3.773 1.09
S 0.44752 0.74279 -0.67154 5.019 2.028 0.071 0.98
O -2.05027 6.70531 -1.33450 -0.167 0.388 -0.022 -0.36
O -1.17273 -3.99416 3.16127 -0.205 -0.097 -0.048 -0.45
O 3.31962 -3.26743 2.96699 -0.064 -0.008 -0.037 -0.43
O 4.88365 1.38596 -1.52840 0.066 -0.011 -0.092 -0.51
O 4.15197 -0.85845 5.77819 -0.024 -0.089 -0.016 -0.48
O 0.78989 1.31631 0.64665 -1.855 -0.771 -0.893 -0.69
O 1.85662 3.29479 -1.87130 -1.455 -0.063 -1.359 -0.62
O 0.14196 4.01544 -0.39007 -0.789 -0.206 -1.813 -0.69
O 5.94864 -7.45281 2.59711 0.306 -0.077 -0.011 -0.56
O 0.51652 -7.15659 4.61338 0.026 -0.066 0.020 -0.48
O -0.20455 10.42016 -5.76150 -0.064 0.127 -0.066 -0.52
O 6.23781 -10.03881 4.05601 0.112 -0.167 0.073 -0.48
O -3.51415 3.85407 -7.52626 -0.100 -0.046 -0.103 -0.44
O -5.32308 -1.32305 -2.06087 -0.036 -0.044 0.022 -0.41
O -0.81752 9.57190 -2.85009 0.029 -0.006 -0.142 -0.46
O 1.72304 0.36968 -1.32221 -1.692 -0.759 0.094 -0.67
O -5.74007 -4.12941 3.02041 -0.035 -0.013 0.110 -0.47
N -0.32896 1.81512 -1.67548 0.142 0.194 0.393 -0.43
N -0.40785 -0.71315 -0.48363 -1.103 1.142 0.282 -0.30
N -1.96032 5.86405 -4.96355 0.515 -1.380 0.877 -0.66
C -1.62346 3.82573 -3.66611 0.370 -0.205 0.495 -0.20
C 0.82071 -7.25756 5.99915 -0.193 -0.210 -0.180 -0.57
C -3.84827 -1.94653 0.91670 0.392 -0.119 -0.136 0.06
C -3.59872 2.95973 -8.62671 0.139 0.341 0.045 -0.54
C 0.23432 -3.99205 3.39093 -0.147 0.018 0.285 -0.32
C -0.02668 5.64667 -3.32744 -1.483 -2.285 -0.075 -0.28
C -5.57654 -0.10214 -2.74494 -0.116 -0.268 -0.046 -0.52
C -2.35064 4.60119 -4.65327 1.549 -0.224 1.704 -0.31
C -0.44682 4.28613 -2.93046 -1.780 1.664 -3.105 0.07
C 5.24540 0.07945 -1.93537 -0.405 0.318 0.101 -0.49
C -1.72159 6.65711 0.05180 -0.120 -0.371 0.040 -0.42
C 5.20847 0.08465 5.64410 -0.255 -0.022 -0.194 -0.55
C -1.69562 -0.51719 0.26087 -0.111 -0.120 -0.200 -0.55
C -1.38003 10.25842 -1.74045 -0.036 -0.291 -0.071 -0.63
C -0.85093 6.29087 -4.32050 1.409 0.776 0.673 -0.30
C 6.13303 -10.88562 2.92385 0.190 0.390 0.177 -0.51
C -2.34177 -1.93553 0.42065 -0.019 0.082 -0.549 -0.03
C 4.56907 -7.15535 2.79963 -0.032 -0.318 -0.264 -0.40
C -5.36682 -5.43534 2.60158 -0.269 0.154 -0.006 -0.49
C 1.19785 10.49379 -5.56107 -0.351 -0.069 0.217 -0.49
C 3.87872 -3.98248 4.06126 0.210 0.408 -0.060 -0.21
C -4.49752 -0.52000 1.14630 -0.941 -1.290 0.452 -1.24
H 1.68734 10.53642 -6.53359 -0.086 -0.003 0.007 0.25
H -4.30386 0.22762 0.34446 0.144 -0.600 0.763 0.20
H 6.70882 -9.24277 3.77437 -0.322 0.057 0.111 0.32
H 0.52528 -4.90633 3.91317 0.161 0.061 -0.081 -0.03
H 1.54427 9.60829 -5.02170 0.205 0.078 0.010 0.21
H 3.92498 1.46752 -1.65377 0.003 0.080 0.204 0.35
H -0.50882 7.32253 -4.60578 -0.454 -0.999 0.168 0.45
H -3.24139 4.13877 -5.14174 0.939 0.687 0.345 0.37
H -4.06963 2.03740 -8.29030 0.024 0.078 0.061 0.20
H 4.00497 -8.08349 2.92181 -0.144 0.094 0.055 0.30
H -4.20328 3.40363 -9.42257 -0.001 -0.182 -0.125 0.23
H -3.09479 4.66202 -7.84416 -0.013 -0.044 0.249 0.27
H 6.32160 -0.04542 -1.80661 -0.015 0.090 0.010 0.24
H -2.32709 -2.45640 -0.57852 0.171 0.710 0.824 0.19
H -5.35777 -0.21908 -3.80951 -0.011 0.215 -0.031 0.27
H -0.09182 -7.87303 4.40209 0.074 0.147 -0.088 0.26
H -1.06269 7.49398 0.28266 -0.042 0.002 -0.109 0.16
H 7.13036 -11.15119 2.56201 -0.086 -0.150 -0.177 0.24
H -5.90255 -1.98920 -2.44576 0.133 0.031 0.096 0.26
H 4.80849 1.10041 5.68683 0.192 0.072 -0.022 0.26
H -1.06513 8.63952 -2.76352 0.005 0.051 -0.018 0.26
H 1.44698 11.39431 -4.99246 0.232 -0.039 0.000 0.22
H -1.60613 -4.03367 4.02035 0.015 0.034 -0.150 0.25
H 1.50870 -6.45606 6.26384 -0.042 -0.010 -0.098 0.21
H 5.91001 -0.06008 6.46442 -0.092 -0.069 -0.009 0.22
H -5.61382 -5.57283 1.54561 0.114 -0.182 -0.010 0.25
H 3.15106 -4.71388 4.41281 -0.055 0.059 -0.126 -0.15
H 3.98016 -2.62886 2.67539 -0.172 -0.046 -0.064 0.23
H 4.11511 -3.28866 4.87196 0.056 -0.174 0.136 0.33
H -5.88820 -6.18398 3.20509 0.099 -0.163 -0.082 0.30
H -6.62196 0.18983 -2.61141 0.027 0.187 -0.084 0.28
H 5.72745 -0.06909 4.69468 0.140 0.162 0.048 0.25
H -0.98085 9.84913 -0.80956 -0.101 0.122 0.093 0.21
H -2.59706 2.73630 -9.00293 -0.074 -0.152 -0.130 0.26
H -2.63062 5.95777 -1.51679 0.212 0.034 -0.115 0.23
H -4.29236 -5.54981 2.73634 -0.046 0.111 -0.009 0.16
H -1.20796 5.72051 0.27788 0.063 0.097 0.094 0.18
H 0.50708 -3.11767 3.98726 0.226 -0.002 -0.096 0.30
H 5.60382 -11.79216 3.21388 0.007 0.071 0.027 0.24
H 3.54459 -0.71174 5.04302 0.000 -0.058 0.138 0.29
H 4.72032 -0.65724 -1.32061 0.052 -0.187 -0.148 0.19
H 6.01013 -7.98449 1.79572 0.025 0.174 0.044 0.29
H 5.57325 -10.38039 2.13009 -0.026 -0.186 -0.150 0.21
H -1.49649 -0.03116 1.26058 -0.322 -0.441 -0.925 0.35
H 4.78438 -4.49996 3.73720 0.040 -0.043 0.205 0.25
H -1.11621 11.31314 -1.81239 0.041 -0.063 -0.069 0.28
H -0.09380 -7.15735 6.58967 0.110 0.013 0.182 0.27
H -2.46781 10.15662 -1.75295 -0.010 0.092 0.166 0.28
H 4.18491 -6.59362 1.94524 -0.168 0.059 0.127 0.38
H 1.29250 -8.22120 6.20796 0.053 0.064 0.200 0.29
H 0.74550 -3.94667 2.43166 -0.089 0.054 0.042 0.23
H 0.87513 6.12246 -2.87411 -1.006 -0.367 -0.555 0.36
H -0.61511 10.38296 -4.88589 0.049 -0.210 -0.028 0.31
H -1.99137 2.79194 -3.44888 0.447 1.018 -0.163 0.39
H -2.29879 0.19243 -0.36629 0.410 -0.790 0.650 0.34
H -2.63230 6.73826 0.65320 0.068 0.087 0.140 0.28
H 0.19213 -1.27670 0.13567 0.189 0.460 -0.592 0.30
H -4.45234 -2.50858 0.15091 0.544 0.669 0.721 0.16
H -6.69125 -4.04906 2.89233 0.147 0.098 0.023 0.27
H 4.98896 -0.06318 -2.98939 0.075 -0.268 -0.005 0.22
H -4.93185 0.67015 -2.32877 0.013 -0.111 0.024 0.15
H -5.61679 -0.67860 1.14948 1.046 0.234 0.037 0.32
H -1.66124 -2.54625 1.07800 -0.826 0.572 -0.375 -0.25
H -3.88030 -2.57298 1.84975 -0.248 0.849 -0.720 0.18
H -4.24227 -0.17196 2.17702 0.017 0.167 -1.016 0.36
H 4.46975 -6.55524 3.69833 0.110 -0.129 -0.042 0.00
```
Forces are in eV/Å.